Formula: C21H27AsN5O9STeTi
Source: OMol25
Level of theory: the ωB97M-V functional and the def2-TZVPD basis

Each line ends with the Mulliken spin population.
Positions of all 66 atoms, in Å:
Te (0.4007, -1.4810, -1.4716)  -0.0093
As (-1.3918, 2.9607, 1.7594)  0.0102
Ti (0.3868, 1.3118, -0.3075)  0.9607
S (-1.6307, -0.5055, 1.6389)  0.0060
O (3.1542, -0.7032, 0.0145)  0.0196
O (-1.6776, -1.7656, 0.9254)  0.0012
O (-0.4444, 3.0021, 0.3476)  0.0091
O (-0.4031, 0.2651, 1.2467)  -0.0319
O (-2.3980, 2.9453, -2.8694)  0.0061
O (-1.6937, -0.6174, 3.0762)  0.0003
O (-2.0518, 4.5828, 1.8196)  -0.0002
O (-0.6167, 2.5819, 3.1411)  0.0029
O (2.2702, 1.1712, -0.8526)  -0.0060
N (2.9935, -1.6472, 2.8956)  0.0001
N (-0.7507, 1.4940, -1.9566)  0.0090
N (0.8973, -1.4162, 3.8884)  -0.0002
N (1.1485, -2.5589, 1.8943)  0.0003
N (1.9447, 2.3589, 1.3739)  -0.0130
C (-2.9338, 1.9053, 1.2085)  -0.0063
C (-1.0293, -2.0052, -3.9341)  -0.0009
C (0.2520, -1.6431, -4.3598)  0.0003
C (1.6745, -1.8560, 2.8976)  0.0007
C (-4.0224, -0.1329, 0.4666)  0.0011
C (2.7081, 0.4355, 0.1220)  0.0087
C (2.6099, 1.0824, 1.5220)  0.0273
C (-4.0284, 2.6227, 0.7439)  0.0010
C (-1.8798, -2.6716, -4.8059)  -0.0004
C (1.1452, -0.9232, -3.3819)  0.0001
C (-0.1951, -2.6178, -6.5175)  0.0000
C (-5.1069, 1.9784, 0.1494)  -0.0001
C (-1.4346, -1.6523, -2.5249)  0.0014
C (-2.9543, 0.5145, 1.0648)  0.0096
C (-1.4662, -2.9770, -6.0953)  0.0000
C (0.6607, -1.9531, -5.6500)  0.0001
C (-1.5738, 2.2450, -2.4038)  0.0055
C (3.7280, -0.9024, 3.9184)  -0.0007
C (3.7407, 0.6248, 3.7415)  0.0004
C (-5.1036, 0.6049, 0.0045)  0.0002
C (3.9459, 1.0531, 2.2856)  0.0051
H (1.4146, 2.6548, 2.1894)  0.0019
H (1.6572, -1.6781, -5.9749)  0.0000
H (2.8205, 1.0804, 4.1218)  -0.0003
H (-2.1335, -3.5033, -6.7657)  0.0000
H (3.3482, -1.2004, 4.8967)  0.0000
H (2.5510, 3.0888, 1.0250)  -0.0002
H (4.6563, 0.3852, 1.7918)  0.0003
H (-0.1080, -1.3563, 3.7364)  -0.0003
H (4.3833, 2.0524, 2.2475)  -0.0006
H (-2.8701, -2.9588, -4.4721)  0.0000
H (1.8974, 0.4776, 2.0823)  -0.0192
H (4.7510, -1.2756, 3.8792)  0.0001
H (-5.9345, 0.1009, -0.4709)  0.0000
H (-3.9976, -1.2086, 0.3590)  0.0001
H (-2.0768, -2.3965, -2.0607)  0.0004
H (2.1972, -1.1780, -3.4779)  0.0004
H (0.1463, -2.5605, 1.7392)  0.0002
H (-1.9078, -0.6716, -2.4746)  -0.0001
H (0.1352, -2.8624, -7.5188)  0.0000
H (-4.0346, 3.6988, 0.8431)  -0.0001
H (-1.8082, 5.0375, 1.0025)  0.0002
H (1.2673, -0.7250, 4.5169)  0.0000
H (3.4350, -1.7465, 1.9872)  0.0003
H (1.0273, 0.1586, -3.4467)  -0.0012
H (-5.9420, 2.5629, -0.2132)  0.0000
H (1.7104, -2.6981, 1.0659)  -0.0002
H (4.5406, 1.0113, 4.3763)  0.0001

E_tot in Ha: -5519.061301
E_LUMO (spin up / spin down) in eV: 0.26 / 0.26
Highest occupied orbital energy (spin up / spin down) in eV: -7.79 / -8.27
Frontier orbital gap (spin up / spin down) in eV: 8.05 / 8.53
Spin multiplicity: 2
Energy above the lowest of the compared OMol25 structures with the same formula, charge and spin in kcal per mole: 0.00